[1]
The ion C7H18P with charge +1 in a non-equilibrium geometry. Source: OMol25; level of theory: wB97M-V/def2-TZVPD.

Cartesian coordinates (Å):
C1 2.97 -0.72 0.53
C2 2.16 1.34 -0.54
C3 -2.46 1.07 -1.10
C4 -2.44 -1.62 -0.17
C5 -1.31 0.50 1.56
C6 0.72 -0.63 -0.56
C7 1.68 0.13 0.23
P1 -1.42 -0.05 -0.18
H1 3.06 -1.60 -0.03
H2 3.16 -0.91 1.68
H3 3.86 -0.19 0.16
H4 2.96 1.81 0.02
H5 1.26 1.94 -0.79
H6 2.56 1.07 -1.48
H7 -3.27 1.14 -0.31
H8 -2.87 0.61 -2.05
H9 -1.97 1.99 -1.24
H10 -3.39 -1.39 0.35
H11 -1.99 -2.43 0.32
H12 -2.65 -2.01 -1.18
H13 -0.44 1.24 1.71
H14 -0.94 -0.44 1.91
H15 -2.18 0.87 1.94
H16 0.90 -0.50 -1.60
H17 0.61 -1.70 -0.39
H18 1.45 0.48 1.20

Values from the calculation:
* F_max: 4.7 eV Å⁻¹
* DFT total energy: -16831.961 eV
* HOMO: -14.4 eV
* energy above the lowest of the compared OMol25 structures with the same formula, charge and spin: 42.8 kcal/mol
* total charge: +1
* spin multiplicity: 1

[2]
A structure of composition C45H44BiN6O5Si. Source: OMol25; level of theory: wB97M-V/def2-TZVPD.

Cartesian coordinates (Å):
Bi1 0.24 -0.62 0.65
O1 0.65 -5.09 2.64
C1 0.75 -3.80 2.38
O2 -0.05 -3.18 1.72
C2 1.98 -3.19 3.00
C3 2.78 -3.87 3.90
C4 3.88 -3.21 4.41
C5 4.14 -1.91 4.01
C6 3.28 -1.32 3.11
N1 2.22 -1.95 2.61
C7 3.44 0.09 2.57
O3 4.20 0.95 3.26
O4 2.91 0.44 1.55
H1 -0.12 -5.44 2.17
H2 2.54 -4.89 4.19
H3 4.54 -3.71 5.12
H4 5.02 -1.41 4.39
H5 4.55 0.56 4.06
C8 -1.28 5.96 3.99
C9 -2.03 4.70 4.44
C10 -1.84 4.53 5.95
C11 -3.53 4.85 4.14
C12 -1.50 3.50 3.66
C13 -0.95 2.38 4.26
C14 -0.50 1.34 3.47
N2 -0.58 1.35 2.14
C15 -1.10 2.43 1.54
C16 -1.56 3.50 2.27
C17 -1.14 2.38 0.04
C18 -1.76 3.38 -0.68
C19 -1.81 3.34 -2.07
C20 -1.21 2.25 -2.68
C21 -0.61 1.27 -1.92
N3 -0.56 1.32 -0.57
C22 -2.49 4.42 -2.90
C23 -1.46 5.03 -3.87
C24 -3.63 3.77 -3.70
C25 -3.06 5.53 -2.03
H6 -1.63 6.82 4.57
H7 -1.46 6.19 2.93
H8 -0.21 5.86 4.14
H9 -2.24 5.41 6.46
H10 -0.78 4.44 6.22
H11 -2.38 3.65 6.33
H12 -3.94 5.68 4.72
H13 -4.08 3.94 4.40
H14 -3.71 5.06 3.08
H15 -0.86 2.30 5.34
H16 -0.07 0.44 3.92
H17 -1.96 4.37 1.76
H18 -2.22 4.20 -0.16
H19 -1.21 2.13 -3.76
H20 -0.15 0.40 -2.38
H21 -1.06 4.28 -4.57
H22 -0.63 5.47 -3.33
H23 -1.94 5.81 -4.47
H24 -3.26 3.00 -4.38
H25 -4.14 4.53 -4.29
H26 -4.37 3.31 -3.03
H27 -2.28 6.04 -1.45
H28 -3.83 5.16 -1.34
H29 -3.53 6.28 -2.67
O5 0.58 -1.39 -1.25
Si1 1.21 -2.66 -2.09
C26 2.75 -2.08 -2.97
C27 3.63 -2.99 -3.56
C28 4.78 -2.55 -4.20
C29 5.07 -1.19 -4.26
C30 4.22 -0.28 -3.67
C31 3.06 -0.72 -3.03
C32 -0.12 -3.25 -3.25
C33 -1.46 -2.91 -3.02
C34 -2.47 -3.37 -3.85
C35 -2.17 -4.18 -4.94
C36 -0.85 -4.52 -5.19
C37 0.17 -4.06 -4.36
C38 1.76 -4.07 -0.99
C39 1.09 -5.30 -0.97
C40 1.56 -6.36 -0.19
C41 2.70 -6.20 0.58
C42 3.38 -4.98 0.58
C43 2.91 -3.93 -0.20
H30 3.43 -4.06 -3.50
H31 5.45 -3.27 -4.66
H32 5.97 -0.85 -4.76
H33 4.45 0.78 -3.70
H34 2.40 0.01 -2.56
H35 -1.71 -2.28 -2.17
H36 -3.51 -3.10 -3.65
H37 -2.96 -4.53 -5.59
H38 -0.60 -5.15 -6.05
H39 1.20 -4.34 -4.58
H40 0.19 -5.43 -1.57
H41 1.04 -7.31 -0.20
H42 3.08 -7.03 1.16
H43 4.28 -4.87 1.17
H44 3.47 -2.99 -0.22
N4 -6.40 -1.96 0.28
C44 -5.26 -2.08 0.42
N5 -3.96 -2.26 0.59
C45 -2.89 -1.65 0.58
N6 -1.84 -1.10 0.59

Values from the calculation:
* F_max: 0.7 eV Å⁻¹
* DFT total energy: -80273.661 eV
* HOMO: -10.9 eV
* energy above the lowest of the compared OMol25 structures with the same formula, charge and spin: 19.4 kcal/mol
* total charge: +1
* spin multiplicity: 1

[3]
A cluster of 8 separate species, C42H63Br2IO21S in total in a non-equilibrium geometry. Source: OMol25; level of theory: wB97M-V/def2-TZVPD.

Cartesian coordinates (Å):
C1 2.60 -3.83 -0.37
C2 2.20 -3.36 -1.87
C3 0.98 -4.26 -2.46
C4 -0.10 -3.30 -3.18
O1 -1.40 -3.25 -2.53
C5 -1.59 -1.99 -1.84
C6 -1.81 -0.77 -2.85
C7 -0.82 0.47 -2.64
C8 -1.10 1.30 -1.27
O2 0.58 0.15 -2.77
O3 -0.45 -1.90 -0.92
S1 -0.82 -2.47 0.60
O4 -1.02 -1.50 1.73
O5 -0.21 -3.75 1.07
O6 -2.39 -2.93 0.22
C9 -2.96 -2.33 -1.00
C10 -3.79 -1.10 -0.40
C11 -4.96 -1.50 0.61
O7 -5.21 -2.63 1.03
I1 -6.19 0.18 1.34
C12 -3.79 -3.61 -1.57
Br1 -3.53 -5.38 -0.67
C13 -4.70 -3.55 -2.64
C14 -5.00 -2.21 -3.43
Br2 -5.73 -5.17 -3.23
H1 1.93 -4.72 -0.07
H2 2.38 -2.93 0.31
H3 3.71 -4.07 -0.30
H4 3.14 -3.57 -2.51
H5 2.02 -2.24 -1.95
H6 1.45 -4.91 -3.28
H7 0.53 -4.98 -1.69
H8 0.39 -2.29 -3.35
H9 -0.28 -3.76 -4.22
H10 -2.87 -0.34 -2.85
H11 -1.63 -1.16 -3.92
H12 -1.06 1.22 -3.49
H13 -0.14 1.91 -1.03
H14 -1.31 0.64 -0.37
H15 -1.92 2.06 -1.51
H16 1.08 1.01 -2.75
H17 -3.04 -0.48 0.21
H18 -4.24 -0.41 -1.19
H19 -4.02 -1.88 -3.91
H20 -5.71 -2.41 -4.32
H21 -5.46 -1.43 -2.74
O8 1.25 3.02 -2.09
C15 0.56 4.00 -2.25
C16 0.34 4.71 -3.55
C17 -0.25 6.03 -3.09
C18 -0.95 5.65 -1.81
O9 -0.16 4.58 -1.26
H22 -0.37 4.14 -4.16
H23 1.28 4.85 -4.09
H24 -0.91 6.49 -3.82
H25 0.56 6.74 -2.88
H26 -1.96 5.28 -1.98
H27 -0.99 6.47 -1.11
O10 2.92 2.42 5.38
C19 2.16 1.53 5.08
C20 2.13 0.81 3.76
C21 0.78 0.12 3.81
C22 0.58 -0.10 5.29
O11 1.23 1.01 5.93
H28 2.95 0.09 3.73
H29 2.20 1.51 2.93
H30 0.74 -0.81 3.23
H31 0.01 0.79 3.42
H32 1.04 -1.02 5.64
H33 -0.48 -0.10 5.56
O12 1.47 3.89 -6.42
C23 2.67 3.93 -6.47
C24 3.53 3.19 -7.46
C25 4.90 3.28 -6.81
C26 4.81 4.58 -6.04
O13 3.44 4.69 -5.64
H34 3.50 3.72 -8.42
H35 3.21 2.16 -7.57
H36 5.72 3.27 -7.53
H37 5.04 2.45 -6.12
H38 5.07 5.45 -6.66
H39 5.45 4.57 -5.16
O14 -5.51 2.93 8.46
C27 -4.63 2.41 7.81
C28 -3.16 2.61 8.02
C29 -2.58 2.08 6.72
C30 -3.60 1.04 6.31
O15 -4.85 1.53 6.79
H40 -2.84 2.02 8.88
H41 -2.92 3.66 8.16
H42 -1.57 1.67 6.83
H43 -2.55 2.88 5.98
H44 -3.40 0.06 6.77
H45 -3.64 0.92 5.23
O16 0.24 -3.04 6.33
C31 1.34 -3.51 6.42
C32 1.89 -4.64 5.59
C33 3.12 -5.05 6.38
C34 3.52 -3.76 7.06
O17 2.29 -3.05 7.28
H46 2.16 -4.25 4.60
H47 1.17 -5.45 5.51
H48 3.91 -5.48 5.77
H49 2.83 -5.79 7.14
H50 4.16 -3.14 6.42
H51 4.02 -3.93 8.01
O18 -4.08 5.02 -0.28
C35 -3.82 6.07 0.24
C36 -4.60 6.71 1.36
C37 -4.07 8.13 1.33
C38 -2.66 7.95 0.81
O19 -2.73 6.83 -0.08
H52 -4.36 6.21 2.30
H53 -5.67 6.68 1.16
H54 -4.10 8.63 2.30
H55 -4.65 8.73 0.62
H56 -1.95 7.72 1.61
H57 -2.31 8.83 0.26
O20 3.71 -4.44 -4.15
C39 4.32 -5.40 -3.77
C40 4.18 -6.80 -4.31
C41 4.86 -7.62 -3.23
C42 5.87 -6.66 -2.67
O21 5.27 -5.36 -2.80
H58 4.71 -6.86 -5.27
H59 3.14 -7.07 -4.43
H60 5.30 -8.55 -3.60
H61 4.13 -7.88 -2.46
H62 6.81 -6.66 -3.23
H63 6.09 -6.86 -1.62

Values from the calculation:
* F_max: 5.2 eV Å⁻¹
* DFT total energy: -246589.329 eV
* HOMO: -8.9 eV
* SMILES string: CCCCO[C@]1(C[C@@H](C)O)OS(=O)(=O)O[C@]1(CC(=O)I)/C(Br)=C(\C)Br.O=C1CCCO1.O=C1CCCO1.O=C1CCCO1.O=C1CCCO1.O=C1CCCO1.O=C1CCCO1.O=C1CCCO1
* total charge: 0
* spin multiplicity: 1

Number 1: gap between HOMO and LUMO 11.2 eV, LUMO -3.2504 eV. Number 2: gap between HOMO and LUMO 7.7 eV, LUMO -3.1572 eV. Number 3: gap between HOMO and LUMO 9.2 eV, LUMO 0.2118 eV.